16
Properties=species:S:1:pos:R:3:forces:R:3 method="wB97M-V/def2-TZVPD" relative_energy_kj_mol=97.5 homo_lumo_gap_ha=0.242 spin_multiplicity=1 charge=-1
C -0.07264 -2.21971 2.27075 -0.099 0.029 0.028
S -0.70678 -0.52279 2.05078 -0.100 -0.002 0.160
H -0.72914 -2.95005 1.79166 -0.030 -0.033 -0.007
H 0.92706 -2.36642 1.84953 0.030 0.071 0.061
H -0.04114 -2.46089 3.33991 0.110 -0.046 -0.145
C 1.22510 0.29740 -1.12773 0.162 0.201 -0.438
N 0.39978 1.39039 -1.62610 0.277 0.121 0.521
C -0.95199 1.42642 -1.10716 0.126 0.127 -0.246
O -1.04251 2.05089 0.13521 -0.031 0.363 0.074
H 0.95650 0.09242 -0.10113 -0.163 -0.116 0.348
H 2.28067 0.57908 -1.13799 0.043 0.032 -0.066
H 1.12015 -0.63035 -1.70572 -0.088 -0.076 0.046
H 0.43604 1.49400 -2.61984 -0.065 -0.033 -0.375
H -1.55027 2.02070 -1.80402 -0.031 -0.071 -0.053
H -1.35877 0.41970 -1.02966 -0.240 -0.295 0.044
H -0.89207 1.37920 0.82149 0.097 -0.273 0.048